No. 1
Entry from OMol25: a structure of composition C30H48P2SeYb in a non-equilibrium geometry (ωB97M-V/def2-TZVPD).

```
82
Properties=species:S:1:pos:R:3:forces:R:3:mulliken_charge:R:1
Yb -2.821 0.513 0.802 5.739 1.994 2.158 0.332
C -4.318 0.994 -0.917 -0.323 -0.359 -0.099 0.389
C -3.625 -0.142 -1.424 -0.719 0.069 -0.274 0.521
C -4.588 -0.733 0.571 -1.287 -0.105 -1.315 0.113
C -4.932 0.649 0.320 -0.843 -1.018 -1.355 0.358
C -3.787 -1.201 -0.517 -0.776 -0.667 -0.135 0.768
C -4.161 2.342 -1.514 -0.002 0.722 -0.685 -1.013
H -4.108 2.195 -2.612 -0.148 0.566 0.546 0.463
H -3.217 2.862 -1.181 -0.987 -0.429 -0.507 -0.112
H -5.026 2.984 -1.264 0.502 -0.279 -0.337 0.488
C -5.199 1.595 1.429 -0.636 0.334 0.351 -0.926
H -5.658 2.528 1.055 0.099 -0.419 0.356 0.280
H -4.249 1.965 1.944 -0.677 -0.349 -0.082 0.120
H -5.844 1.106 2.187 0.356 0.663 -0.293 0.351
C -4.552 -1.270 1.940 -0.641 -0.784 0.126 -1.311
H -5.455 -0.925 2.469 0.579 -0.477 0.202 0.331
H -3.644 -0.962 2.539 -0.278 0.027 -0.030 0.265
H -4.509 -2.365 1.867 -0.082 0.294 0.515 0.423
C -3.177 -2.555 -0.745 0.090 -0.371 -0.125 -1.294
H -3.897 -3.293 -1.140 0.110 0.318 0.297 0.302
H -2.709 -2.989 0.148 -0.163 0.033 -0.078 0.389
H -2.394 -2.481 -1.511 -0.115 -0.007 0.252 0.219
C -2.920 -0.211 -2.743 0.109 0.071 -0.397 -0.984
H -3.539 -0.697 -3.517 0.140 0.093 0.331 0.208
H -1.955 -0.744 -2.710 -0.453 0.210 0.128 -0.064
H -2.721 0.805 -3.094 0.081 -0.200 -0.073 0.390
C 1.203 1.782 -0.823 -0.707 0.281 0.155 -0.443
C 0.447 1.986 -1.913 -0.573 0.039 0.418 -0.812
C 0.423 1.226 -3.211 0.079 -0.031 0.152 -0.344
C 1.274 -0.052 -3.193 0.141 -0.038 -0.836 -1.181
C 0.719 -1.151 -2.313 -0.515 -0.169 0.533 -0.483
C 0.834 -1.407 -0.998 -0.422 -0.051 -0.083 -0.424
C 1.526 -0.606 0.075 0.493 0.251 -0.109 0.327
C 2.183 0.680 -0.484 0.587 0.188 0.563 -0.119
H 0.725 1.931 -4.007 0.138 -0.401 0.169 0.510
H 2.332 0.201 -3.056 -0.362 -0.208 0.224 0.297
H -0.604 0.938 -3.478 0.152 0.228 0.197 -0.046
H 2.882 0.420 -1.284 -0.483 0.274 0.168 -0.033
H 1.056 2.510 0.005 0.050 -0.490 -0.548 0.354
H -0.299 2.803 -1.856 0.617 -0.230 -0.072 0.442
H 2.823 1.113 0.295 -0.048 -0.237 -0.024 0.152
H 0.854 -0.292 0.900 -0.180 -0.256 -0.423 0.221
H 0.364 -2.338 -0.650 0.025 0.417 -0.088 0.502
H 2.258 -1.261 0.607 -0.270 0.470 -0.517 -0.268
H 1.241 -0.485 -4.197 0.031 0.196 -0.064 0.488
H 0.019 -1.812 -2.862 0.731 0.122 0.303 0.560
P 4.649 -2.026 0.762 0.676 0.271 -0.202 0.575
P 4.552 -4.836 1.814 0.632 -0.883 0.213 0.138
C 6.311 -2.865 0.927 -0.009 0.152 0.061 -0.937
C 6.227 -4.043 1.889 -0.131 0.037 0.143 -0.959
H 7.025 -2.119 1.306 -0.049 -0.225 -0.344 0.428
H 6.637 -3.172 -0.081 -0.108 -0.016 0.413 0.447
H 6.987 -4.798 1.641 -0.119 0.162 0.299 0.555
H 6.373 -3.729 2.931 0.094 0.061 -0.209 0.447
C 4.910 -6.043 3.143 -0.035 -0.263 0.176 -1.112
H 4.097 -6.781 3.196 0.327 0.150 0.137 0.375
H 4.971 -5.490 4.092 -0.034 -0.335 -0.162 0.344
H 5.871 -6.545 2.937 -0.346 0.040 0.263 0.304
C 5.002 -5.941 0.405 -0.322 -0.059 -0.115 -1.133
H 6.002 -6.368 0.582 -0.365 0.058 -0.179 0.369
H 4.998 -5.367 -0.531 0.001 -0.277 0.107 0.266
H 4.257 -6.747 0.348 0.229 0.150 -0.212 0.384
C 5.140 -0.531 1.718 -0.098 0.262 -0.062 -1.235
H 4.379 0.256 1.643 0.212 -0.112 0.126 0.288
H 6.105 -0.159 1.346 -0.280 0.084 0.177 0.372
H 5.245 -0.828 2.771 -0.027 0.164 -0.252 0.346
C 4.919 -1.490 -0.968 -0.017 0.294 -0.193 -0.376
H 4.987 -2.396 -1.581 -0.012 0.186 0.040 0.365
H 5.854 -0.923 -1.050 -0.128 -0.030 -0.175 0.427
H 4.082 -0.892 -1.335 0.299 -0.186 -0.036 -0.428
Se -2.250 3.798 1.078 0.307 0.099 0.199 0.069
C -3.341 5.299 0.986 -0.619 1.494 -0.146 0.229
C -2.814 6.523 1.513 -0.110 -0.399 -0.046 -0.461
C -3.583 7.684 1.567 -0.045 -0.167 -0.146 -0.576
C -4.901 7.709 1.071 0.808 -0.466 0.273 -0.391
C -5.409 6.540 0.507 0.054 -0.434 -0.232 -0.712
C -4.648 5.366 0.424 0.292 0.135 0.403 0.368
H -1.782 6.519 1.875 -0.431 0.082 -0.030 0.369
H -3.145 8.582 1.995 -0.079 -0.148 -0.093 0.363
H -5.494 8.622 1.122 0.146 -0.310 -0.025 0.399
H -6.423 6.540 0.112 0.215 -0.055 -0.021 0.380
H -5.041 4.495 -0.089 -0.087 0.197 0.253 0.007
```
Forces are in eV/Å.

Multiplicity ... 2
Energy relative to the best compared isomer or geometry (same formula, charge and spin) ... 264.0 kJ/mol
Net charge ... +1
Expectation value of S² ... 0.770
HOMO-LUMO gap (spin up / spin down) ... 6.10 / 3.84 eV
E_LUMO (spin up / spin down) ... -3.1615 / -5.4204 eV
E_HOMO (spin up / spin down) ... -0.340 / -0.340 Ha

---

No. 2
Entry from OMol25: a structure of composition C30H49BeCl3N3O4Si in a non-equilibrium geometry (ωB97M-V/def2-TZVPD).

```
91
Properties=species:S:1:pos:R:3:forces:R:3:mulliken_charge:R:1
C -6.367 2.702 1.556 0.639 0.292 0.336 -1.416
C -6.988 3.035 0.252 -0.612 1.061 -0.945 0.506
H -6.745 3.358 2.343 0.117 -0.012 0.100 0.469
H -5.269 2.761 1.487 -0.341 -0.057 0.085 -0.045
H -6.630 1.667 1.815 0.107 0.120 -0.071 0.322
C -7.905 4.016 0.111 0.182 -0.290 -0.092 -0.103
C -8.183 5.187 1.016 -0.626 0.174 0.473 -1.677
H -8.542 4.068 -0.773 0.600 -0.160 0.125 0.678
H -7.288 5.700 1.424 -0.389 -0.459 -0.226 0.259
H -8.848 4.904 1.848 0.226 0.186 0.081 0.370
H -8.763 5.930 0.430 0.412 -0.233 0.350 0.394
Be -2.367 0.783 -0.884 0.208 -0.390 0.586 0.936
Cl -3.320 -0.801 -0.108 0.394 0.904 0.022 -0.628
C -2.399 -0.385 -3.084 0.114 0.342 0.310 -0.225
O -2.301 0.762 -2.522 -0.013 -1.768 -0.884 -0.598
N -2.095 -0.622 -4.355 -0.001 0.510 0.453 0.286
C -1.582 0.483 -5.161 -0.188 -0.081 -0.122 -0.771
C -2.437 -1.896 -5.020 -0.260 0.142 0.133 -0.828
H -2.719 -1.287 -2.548 -0.092 0.428 0.304 0.407
H -0.693 0.920 -4.683 -0.323 -0.129 -0.168 0.223
H -2.359 1.248 -5.270 0.255 -0.021 -0.038 0.260
H -1.335 0.051 -6.132 0.122 0.370 0.049 0.339
H -2.241 -2.767 -4.368 -0.043 0.545 -0.269 0.288
H -1.854 -1.967 -5.946 0.079 -0.105 0.421 0.280
H -3.494 -1.891 -5.332 0.289 -0.034 0.253 0.346
H 1.564 -1.794 -2.303 0.069 0.209 0.217 0.289
H 2.527 -2.421 0.417 0.138 0.024 0.039 0.279
C 1.919 -0.851 -1.858 0.029 -0.050 -0.173 -1.012
C 2.522 -1.329 0.484 -0.214 -0.399 0.635 -1.030
N 1.567 -0.780 -0.447 -0.637 0.738 0.092 0.396
H 1.482 -0.016 -2.401 -0.133 0.001 0.055 0.252
C 0.376 -0.304 -0.035 -0.606 0.099 -0.880 0.264
O -0.439 0.254 -0.810 0.665 -0.484 0.479 -0.778
H 2.201 -1.064 1.494 0.122 -0.168 -0.025 0.330
H 0.100 -0.436 1.036 0.568 -0.092 -0.481 0.367
H 3.015 -0.791 -1.964 -0.411 -0.076 0.151 0.360
H 3.525 -0.923 0.311 -0.217 -0.027 -0.083 0.387
H 0.140 2.946 3.059 0.096 0.039 -0.235 0.329
H -0.882 5.162 -0.284 0.268 -0.522 0.055 0.389
C 0.503 3.514 2.196 -0.446 0.101 0.078 -0.995
C -0.069 4.529 0.097 0.438 0.048 -0.112 -0.971
N -0.521 3.606 1.139 -0.139 -0.407 -0.536 0.165
H 1.427 3.045 1.778 -0.657 0.337 0.373 0.330
C -1.460 2.654 0.965 -0.474 -1.031 -1.465 0.033
O -1.982 2.309 -0.154 1.114 1.056 2.282 -0.303
H 0.499 4.003 -0.702 -0.615 0.318 0.286 0.268
H -1.735 2.164 1.933 0.120 -0.017 -0.879 0.410
H 0.700 4.559 2.490 0.170 -0.651 0.205 0.363
H 0.644 5.181 0.623 -0.260 -0.016 -0.505 0.387
O -5.095 2.123 -0.947 3.888 2.749 -1.209 -0.202
C -6.409 2.219 -0.912 -2.156 -2.462 0.463 -0.676
C -7.694 3.561 -2.804 -0.279 -0.192 -0.163 0.606
C -7.240 2.344 -2.243 0.231 0.717 -0.226 0.014
H -7.507 4.516 -2.318 0.229 -0.427 -0.088 0.530
C -8.437 3.611 -3.990 0.125 0.067 0.192 -1.152
H -6.465 1.167 -0.617 -2.522 -0.895 0.229 0.418
C -7.486 1.192 -2.998 -0.310 -0.168 -0.211 -0.358
H -8.739 4.587 -4.402 0.098 -0.499 0.260 0.332
C -8.789 2.436 -4.645 0.083 -0.608 0.035 -0.402
C -8.308 1.212 -4.146 0.500 0.183 0.130 -0.741
H -6.995 0.258 -2.683 -0.479 0.383 -0.023 0.356
H -9.417 2.465 -5.542 0.258 -0.046 0.303 0.345
H -8.516 0.264 -4.668 0.059 0.571 0.234 0.337
Si -4.078 4.583 -2.394 -2.966 -2.792 -2.042 1.213
Cl -4.816 5.343 -0.674 0.504 0.009 2.729 -0.374
C -5.267 5.737 -3.276 0.654 0.374 -1.033 -1.388
C -4.411 3.066 -3.607 0.197 0.015 0.514 -0.170
C -2.317 4.891 -2.592 0.941 0.767 -0.226 -0.467
H -5.439 5.223 -4.229 -0.138 0.872 -0.254 0.268
H -4.602 6.617 -3.331 -0.617 0.265 -0.658 0.389
H -6.223 6.025 -2.802 0.830 -0.318 -0.148 0.271
H -2.262 5.987 -2.583 0.665 -0.070 0.078 0.366
H -2.053 4.508 -3.580 0.038 0.173 -0.009 0.291
H -1.651 4.420 -1.874 -0.227 0.102 -0.039 -0.423
H -5.491 2.895 -3.617 0.410 -0.087 0.007 -0.010
H -3.903 2.117 -3.391 -0.247 0.407 0.152 -0.730
H -4.151 3.359 -4.646 0.150 0.288 0.359 0.646
Cl 1.455 -5.604 -0.797 0.266 -0.541 -0.730 -0.303
C 1.110 -4.776 0.655 -0.178 0.683 1.995 0.164
C 1.939 -4.918 1.759 -0.454 0.048 -0.606 -0.410
C 1.709 -4.186 2.927 0.692 -0.328 0.626 -0.476
C 0.608 -3.331 3.015 -0.609 0.168 -0.732 -0.621
C -0.260 -3.183 1.939 0.776 -0.110 0.430 -0.522
C -0.045 -3.906 0.701 -0.069 0.230 -0.965 0.717
C -0.852 -3.702 -0.405 -0.320 0.324 0.064 -1.354
H 2.760 -5.625 1.690 0.080 0.125 0.069 0.369
H 2.375 -4.325 3.783 -0.229 0.039 -0.251 0.295
H 0.415 -2.795 3.944 0.029 -0.036 -0.134 0.353
H -1.124 -2.517 2.000 0.154 -0.259 -0.022 0.548
H -1.610 -2.924 -0.312 -0.084 -0.420 -0.148 0.119
H -0.887 -4.391 -1.250 0.182 0.331 0.207 0.246
```
Forces are in eV/Å.

Net charge ... -1
HOMO-LUMO gap ... 4.13 eV
E_LUMO ... 1.7271 eV
E_HOMO ... -0.088 Ha

---

net charge of number 2 (C30H49BeCl3N3O4Si)? -1